[1]
Here is a molecular structure, C22H36ClNOP2Ru from the Open Molecules 2025 dataset. Energies are from wB97M-V/def2-TZVPD.

Geometry as XYZ:
```
64
Properties=species:S:1:pos:R:3:forces:R:3
Ru 0.266701 -0.077628 -0.273058 -0.31 -2.72 3.21
P 2.470553 -0.591926 -0.673125 -1.19 -0.17 0.94
P -2.287245 -0.221397 -0.049542 0.60 0.24 -0.06
N -0.107121 0.646566 -1.852725 0.24 1.30 -2.66
H 1.527056 0.757470 0.548159 -1.73 -0.62 -0.58
C 2.692251 -1.999026 -1.744577 1.11 -0.82 -0.75
H 3.698621 -2.439440 -1.647939 -0.24 0.02 -0.18
H 2.563429 -1.656102 -2.776799 -0.02 -0.05 0.11
H 1.940921 -2.771614 -1.565738 0.10 0.24 0.09
C 3.553401 -0.849115 0.780127 0.67 -0.22 0.30
H 4.614628 -0.970818 0.519961 -0.18 -0.04 -0.08
H 3.253281 -1.710007 1.384804 -0.11 -0.11 -0.33
H 3.502013 -0.013151 1.486502 -0.12 0.17 -0.35
C 3.192722 0.839906 -1.474842 0.63 0.05 -0.40
H 4.272229 0.861862 -1.395315 0.35 0.04 0.00
H 2.781705 1.760695 -1.081147 -0.09 0.14 0.26
H 2.930522 0.829214 -2.521914 -0.16 -0.05 -0.41
C -3.206132 -1.450436 -1.067143 -0.05 0.13 0.22
H -4.266254 -1.134261 -1.160729 0.54 -0.33 0.04
H -3.083246 -2.441155 -0.599626 -0.27 0.49 -0.32
H -2.726401 -1.479001 -2.059769 -0.24 0.02 0.35
C -3.084484 -0.258642 1.615250 -0.21 -0.04 -0.33
H -4.177643 -0.117290 1.483505 0.55 -0.03 0.34
H -2.634853 0.547685 2.228852 -0.41 -0.47 -0.32
H -2.875401 -1.230816 2.091747 -0.22 0.54 -0.18
C -2.932772 1.362342 -0.754928 0.01 -0.37 0.13
H -4.026284 1.256035 -0.900865 0.52 0.31 0.06
H -2.412253 1.530320 -1.714672 -0.40 -0.01 0.43
H -2.692580 2.181816 -0.056702 -0.21 -0.30 -0.39
C -0.036185 1.409193 -2.926048 -0.06 0.27 -0.97
C 0.061992 1.611573 -5.364042 0.04 0.03 0.37
C 0.036974 0.796122 -4.244077 -0.18 1.20 0.66
C -0.017866 2.847389 -2.801885 0.06 -0.42 -0.20
C 0.018611 3.623137 -3.943297 0.05 -0.18 -0.26
C 0.052838 3.002018 -5.202943 -0.04 0.39 -0.22
H 0.082994 1.180399 -6.369164 0.04 0.15 0.34
H 0.050531 -0.282395 -4.311028 -0.05 -0.05 0.05
H -0.015161 3.316885 -1.807917 -0.10 -0.41 -0.43
H 0.022393 4.719195 -3.869833 0.01 -0.53 -0.08
H 0.073781 3.627551 -6.085512 -0.01 0.02 -0.05
C -0.583379 -3.749494 0.878238 -0.35 1.90 -1.45
O -1.139300 -3.356203 -0.169885 1.29 -1.86 2.39
C 0.819201 -4.362156 0.881052 0.26 -0.35 -0.92
H 1.256080 -4.385307 1.891491 -0.28 -0.30 -0.42
H 1.425625 -3.654168 0.279564 -0.28 -0.24 0.35
H 0.933078 -5.345165 0.332544 -0.42 0.97 0.81
C -1.030566 -3.150571 2.209673 -0.27 0.02 0.02
H -2.118898 -3.120231 2.375213 0.41 -0.22 -0.35
H -0.708604 -2.103644 2.071888 -0.03 -0.04 0.16
H -0.549548 -3.521951 3.122174 -0.01 -0.19 -0.41
Cl -1.701218 3.399557 2.145880 -0.26 0.40 0.01
C -0.863788 2.190041 3.046510 0.48 -0.96 0.70
C -1.226957 2.000228 4.390550 0.41 -0.27 0.00
C -0.590022 1.008392 5.153370 0.42 0.00 -0.01
C 0.413765 0.225825 4.550598 -0.01 0.38 -0.18
C 0.793785 0.455961 3.211239 -0.34 -0.56 0.58
C 0.142990 1.416896 2.412559 -0.18 0.65 -0.07
C 0.496641 1.675430 0.962327 1.43 1.70 1.17
H -1.977052 2.645189 4.855306 0.22 -0.22 -0.30
H -0.804146 0.891926 6.239133 -0.01 0.05 -1.05
H 0.933986 -0.556284 5.133012 -0.35 0.56 -0.39
H 1.576722 -0.210693 2.806583 -0.53 0.61 -0.03
H -0.092242 2.462169 0.468865 -0.05 -0.67 0.19
H 1.515582 2.131131 0.910081 -0.47 0.78 0.82
```
Positions in Å, forces in eV/Å.

Output
**Multiplicity**: 5
**Relative energy (zero: lowest compared OMol25 entry of this formula, charge and spin)**: 0.000 eV
**HOMO (spin up / spin down)**: -5.3 / -7.4 eV
**Net charge**: 0

[2]
Here is a single C5H6O molecule from the Open Molecules 2025 dataset. Energies are from wB97M-V/def2-TZVPD.

Geometry as XYZ:
```
12
Properties=species:S:1:pos:R:3:forces:R:3
C 2.646814 -0.512315 -0.207340 -0.41 -0.01 0.42
C 1.486515 -0.151405 -0.194243 1.11 0.30 -1.95
C 0.105703 0.013139 0.084632 0.52 -0.26 1.56
C -1.124641 -0.726097 -0.534061 0.34 -0.38 0.32
O -1.976492 0.372990 -0.185128 0.13 0.03 0.06
C -0.874577 1.183420 0.242295 0.27 0.48 0.10
H 3.363346 -0.971611 0.436581 0.58 0.06 -0.46
H 0.641810 -0.200279 1.121351 -2.95 -0.54 -0.29
H -1.144831 -0.893672 -1.629779 0.51 0.19 0.50
H -1.407494 -1.657293 -0.038530 -0.07 0.05 0.02
H -0.980098 1.478385 1.292409 -0.08 0.15 -0.24
H -0.736053 2.064733 -0.388185 0.04 -0.06 -0.05
```
Positions in Å, forces in eV/Å.

Output
**Multiplicity**: 1
**Structure (SMILES)**: C#CC1COC1
**Relative energy (zero: lowest compared OMol25 entry of this formula, charge and spin)**: 4.617 eV
**HOMO**: -9.3 eV
**Net charge**: 0

[3]
Here is a molecular structure, C3H4FeO3 from the Open Molecules 2025 dataset. Energies are from wB97M-V/def2-TZVPD.

Geometry as XYZ:
```
11
Properties=species:S:1:pos:R:3:forces:R:3
H 3.016143 -0.086080 -0.616782 0.26 0.42 0.53
Fe 2.356728 0.980505 0.706707 0.04 -0.87 -0.86
O -1.479863 -0.752848 -0.021519 0.06 -0.84 -0.30
C -1.769809 0.533383 0.202606 -0.51 0.48 1.05
C -0.039722 -0.930797 0.082889 -0.08 0.02 -0.18
O -2.890296 0.915470 0.468844 0.31 -0.12 -0.52
O -0.687815 1.281898 0.225019 0.56 -0.21 -0.35
C 0.522764 0.441243 -0.210306 -0.65 0.94 0.31
H 0.273022 -1.693488 -0.639083 -0.07 0.21 0.19
H 0.149016 -1.294870 1.104640 0.03 0.11 -0.18
H 0.549836 0.605585 -1.303020 0.05 -0.15 0.30
```
Positions in Å, forces in eV/Å.

Output
**Multiplicity**: 6
**Relative energy (zero: lowest compared OMol25 entry of this formula, charge and spin)**: 1.976 eV
**HOMO (spin up / spin down)**: -2.1 / -4.8 eV
**Net charge**: -1

[4]
Here is 9 unconnected molecules or ions with the total composition CH20NO8 from the Open Molecules 2025 dataset. Energies are from wB97M-V/def2-TZVPD.

Geometry as XYZ:
```
30
Properties=species:S:1:pos:R:3:forces:R:3
C -0.427049 -2.937930 -2.789294 -1.20 2.89 2.00
N -1.064258 -1.851763 -2.528866 -1.70 -4.49 2.62
H -0.633533 -3.677369 -2.077864 -0.28 -1.81 0.19
H 0.407151 -2.882353 -3.403770 1.21 -0.28 -1.49
H -0.834914 -1.021636 -2.901231 1.06 3.71 -2.06
H -1.770270 -1.805825 -1.722164 1.14 0.22 -1.04
H 0.624939 2.876332 2.853513 0.29 -0.18 -0.11
H 1.604311 2.526986 1.736917 0.81 0.86 -1.71
O 1.075151 2.145598 2.403957 -1.07 -0.37 1.92
H 1.702386 0.168257 2.530369 1.21 1.43 1.79
H 2.192803 -1.123632 1.732957 0.34 0.33 0.55
O 1.508320 -0.472798 1.899533 -0.42 -2.10 -2.54
H -0.020981 0.945003 2.073844 -1.91 -1.50 0.47
H -1.454509 0.712045 2.721632 0.11 -0.16 -0.07
O -0.774035 0.234988 2.227014 0.76 2.39 0.13
H 1.189991 0.636548 -2.753091 0.61 -1.64 -1.18
H 2.337175 -0.077229 -2.195586 -0.87 -1.03 -1.88
O 1.706688 -0.208891 -2.989076 0.05 2.64 3.10
H 0.397572 2.903087 -0.539980 -4.32 -0.86 -1.94
H 1.874786 2.838433 -0.897242 -0.29 0.21 0.00
O 1.220454 3.053491 -0.224514 4.97 0.80 1.91
H -0.748188 -2.829300 2.623649 -0.47 -0.58 1.13
H -0.157509 -1.505057 2.153569 0.65 1.68 1.00
O -0.434442 -2.354611 1.881184 -0.21 -1.64 -2.23
H -1.067084 -0.929975 0.493697 -0.59 0.39 -0.37
H -2.489602 -0.596682 0.409857 -3.24 0.03 2.20
O -1.756572 -0.561394 -0.115785 3.57 -0.78 -2.40
H -1.925523 2.373143 -0.643203 -1.33 1.25 0.38
H -1.091263 1.299924 -0.785370 0.84 -3.34 1.02
O -1.191994 2.122615 -1.174655 0.29 1.91 -1.37
```
Positions in Å, forces in eV/Å.

Output
**Multiplicity**: 1
**Relative energy (zero: lowest compared OMol25 entry of this formula, charge and spin)**: 0.000 eV
**HOMO**: -13.6 eV
**Net charge**: +1